[1]
The following is a DFT calculation (wB97M-V/def2-TZVPD) of C4H6Cl3N in the gas phase in a non-equilibrium geometry.

Output
- net charge = 0
- E_HOMO (eV) = -9.79
- energy relative to the best compared isomer or geometry (same formula, charge and spin) (kcal per mole) = 0.00
- SMILES string = NC[C@@H]1[C@@H](Cl)C1(Cl)Cl
- lowest unoccupied orbital energy (eV) = 0.685

Each line ends with the natural charge from an NBO analysis.
CARTESIAN COORDINATES (ANGSTROEM)
C: 1.094 -0.297 0.822  -0.2264
C: -0.434 -0.079 0.666  -0.2816
C: -1.150 -0.338 -0.642  -0.2514
C: -0.961 1.041 -0.145  -0.0711
H: 1.959 0.077 -1.010  0.3661
H: 1.341 -1.429 -0.853  0.3517
H: 1.310 -1.019 1.629  0.2060
H: 1.555 0.609 1.222  0.2115
H: -1.035 -0.297 1.594  0.2627
H: -0.582 -0.526 -1.576  0.2474
N: 1.835 -0.696 -0.340  -0.8210
Cl: -2.759 -1.102 -0.685  -0.0086
Cl: 0.162 2.049 -1.095  -0.0096
Cl: -2.334 2.007 0.414  0.0243



[2]
The following is a DFT calculation (wB97M-V/def2-TZVPD) of C4H6ClF in the gas phase in a non-equilibrium geometry.

Output
- net charge = 0
- E_HOMO (eV) = -9.64
- energy relative to the best compared isomer or geometry (same formula, charge and spin) (kcal per mole) = 16.59
- SMILES string = C=C(CF)CCl
- lowest unoccupied orbital energy (eV) = 0.913

Each line ends with the natural charge from an NBO analysis.
CARTESIAN COORDINATES (ANGSTROEM)
C: -0.774 1.077 0.011  -0.4193
C: -0.104 -0.204 -0.091  -0.0809
C: -0.340 -0.939 -1.192  -0.3721
C: 0.968 -0.470 0.842  0.0307
H: -1.621 0.886 0.770  0.2239
H: -1.242 1.422 -0.925  0.2356
H: -0.961 -0.606 -2.044  0.1987
H: 0.106 -1.923 -1.333  0.2083
H: 1.848 0.140 0.532  0.1862
H: 0.588 -0.034 1.781  0.1632
F: 1.363 -1.742 1.010  -0.3387
Cl: 0.168 2.394 0.638  -0.0356



[3]
The following is a DFT calculation (wB97M-V/def2-TZVPD) of C4H6ClF in the gas phase in a non-equilibrium geometry.

Output
- net charge = 0
- E_HOMO (eV) = -9.91
- energy relative to the best compared isomer or geometry (same formula, charge and spin) (kcal per mole) = 5.65
- SMILES string = C=C(Cl)[C@@H](C)F
- lowest unoccupied orbital energy (eV) = 0.919

Each line ends with the natural charge from an NBO analysis.
CARTESIAN COORDINATES (ANGSTROEM)
C: 0.892 0.441 -1.298  -0.6437
C: 0.685 -0.068 0.121  0.1607
C: -0.700 0.078 0.696  -0.0364
C: -1.461 -0.914 1.089  -0.4072
H: 1.736 -0.002 -1.770  0.2189
H: 1.063 1.516 -1.177  0.2334
H: 0.027 0.221 -1.956  0.2223
H: 0.971 -1.122 0.155  0.1700
H: -0.963 -1.878 1.097  0.2161
H: -2.446 -0.676 1.460  0.2253
F: 1.467 0.694 0.931  -0.3528
Cl: -1.269 1.712 0.649  -0.0066



[4]
The following is a DFT calculation (wB97M-V/def2-TZVPD) of C4H6ClF in the gas phase in a non-equilibrium geometry.

Output
- net charge = 0
- E_HOMO (eV) = -9.74
- energy relative to the best compared isomer or geometry (same formula, charge and spin) (kcal per mole) = 11.13
- SMILES string = C[C@H](F)/C=C/Cl
- lowest unoccupied orbital energy (eV) = 1.035

Each line ends with the natural charge from an NBO analysis.
CARTESIAN COORDINATES (ANGSTROEM)
C: 1.470 0.712 0.681  -0.6541
C: 0.596 -0.034 -0.288  0.1781
C: -0.909 0.082 -0.047  -0.2364
C: -1.731 -0.907 -0.365  -0.2135
H: 1.215 0.563 1.767  0.2359
H: 2.492 0.326 0.619  0.2258
H: 1.442 1.794 0.480  0.2241
H: 0.676 -1.123 -0.183  0.1616
H: -1.349 1.038 0.230  0.2057
H: -1.322 -1.800 -0.795  0.2054
F: 0.824 0.171 -1.675  -0.3686
Cl: -3.404 -0.821 -0.422  0.0360



[5]
The following is a DFT calculation (wB97M-V/def2-TZVPD) of C4H6ClF in the gas phase in a non-equilibrium geometry.

Output
- net charge = 0
- E_HOMO (eV) = -8.95
- energy relative to the best compared isomer or geometry (same formula, charge and spin) (kcal per mole) = 10.69
- SMILES string = C/C(F)=C(\C)Cl
- lowest unoccupied orbital energy (eV) = 0.864

Each line ends with the natural charge from an NBO analysis.
CARTESIAN COORDINATES (ANGSTROEM)
C: 1.162 1.111 -0.105  -0.6670
C: 0.927 -0.310 -0.150  -0.0411
C: -0.267 -0.933 -0.008  0.3656
C: -1.598 -0.291 0.050  -0.6862
H: 0.321 1.646 -0.474  0.2235
H: 1.251 1.271 0.963  0.2277
H: 2.074 1.526 -0.498  0.2438
H: -2.210 -0.486 -0.836  0.2337
H: -2.126 -0.867 0.828  0.2361
H: -1.650 0.804 0.330  0.2326
F: -0.377 -2.251 -0.122  -0.3138
Cl: 2.494 -1.220 0.021  -0.0553



[6]
The following is a DFT calculation (wB97M-V/def2-TZVPD) of C4H6ClFN2 as an isolated structure in a non-equilibrium geometry.

Output
- net charge = 0
- E_HOMO (eV) = -8.17
- energy relative to the best compared isomer or geometry (same formula, charge and spin) (kcal per mole) = 57.93
- lowest unoccupied orbital energy (eV) = 0.529

Each line ends with the natural charge from an NBO analysis.
CARTESIAN COORDINATES (ANGSTROEM)
C: 0.877 0.178 1.458  -0.4145
C: -1.389 0.555 0.488  0.3109
C: -0.276 -0.495 -1.198  -0.1479
C: 0.172 -0.680 -2.476  0.3359
H: 1.216 0.367 2.565  0.2161
H: 1.478 1.188 0.753  0.1732
H: 1.207 -0.893 1.068  0.2199
H: -0.831 0.952 2.405  0.3973
H: -2.236 1.090 0.936  0.1693
H: 0.095 -1.290 -0.496  0.1885
N: -0.506 0.350 1.565  -0.6391
N: -1.327 0.296 -0.792  -0.4885
F: 0.032 0.153 -3.462  -0.2962
Cl: 1.488 -1.771 -2.815  -0.0250



[7]
The following is a DFT calculation (wB97M-V/def2-TZVPD) of a 2-piece molecular cluster, C4H6ClN overall in a non-equilibrium geometry.

Output
- net charge = 0
- E_HOMO (eV) = -9.33
- energy relative to the best compared isomer or geometry (same formula, charge and spin) (kcal per mole) = 38.83
- SMILES string = C=C(C)Cl.C#N
- lowest unoccupied orbital energy (eV) = 0.867

Each line ends with the natural charge from an NBO analysis.
CARTESIAN COORDINATES (ANGSTROEM)
C: -2.853 -0.536 -1.010  0.0675
C: 1.514 -0.692 -0.101  -0.6552
C: 0.340 0.964 1.245  -0.3886
C: 0.624 0.472 0.041  -0.0119
N: -2.607 -0.247 0.070  -0.2996
Cl: 0.369 1.403 -1.440  -0.0428
H: 2.651 -0.507 -0.352  0.2338
H: 1.386 -1.328 0.925  0.2266
H: 1.237 -1.265 -0.959  0.2189
H: 0.512 0.288 2.079  0.2009
H: -3.059 -0.450 -2.050  0.2318
H: -0.112 1.896 1.552  0.2185



[8]
The following is a DFT calculation (wB97M-V/def2-TZVPD) of a 2-piece molecular cluster, C4H6ClN2 overall in a non-equilibrium geometry.

Output
- net charge = +1
- E_HOMO (eV) = -13.57
- energy relative to the best compared isomer or geometry (same formula, charge and spin) (kcal per mole) = 38.96
- lowest unoccupied orbital energy (eV) = -5.311

Each line ends with the natural charge from an NBO analysis.
CARTESIAN COORDINATES (ANGSTROEM)
C: 1.484 1.272 -0.085  -0.0416
C: 0.104 1.157 0.126  -0.0956
C: 0.979 -0.872 -0.052  0.1745
C: -2.234 -0.847 0.012  -0.0991
N: 1.989 0.036 -0.047  -0.4694
N: -0.149 -0.192 0.025  -0.3839
Cl: -3.299 0.414 -0.016  0.2324
H: 2.112 2.193 -0.189  0.2635
H: -0.693 1.911 0.273  0.2510
H: 0.954 -1.897 -0.032  0.2299
H: -2.251 -1.550 0.894  0.2556
H: -1.916 -1.269 -0.904  0.2298
H: 2.919 -0.356 -0.004  0.4528